P:
The molecule C5H8O5. Source: OMol25; level of theory: ωB97M-V/def2-TZVPD.

Each line ends with the Mulliken charge.
Element x y z (Å)
H (-0.8160, -0.1944, 2.3933)  0.40
O (1.4138, 0.3087, -1.7964)  -0.49
C (-1.1627, 1.1476, -0.8553)  0.66
O (-1.1962, 2.1790, -0.2659)  -0.41
H (0.9209, 0.2457, 2.2681)  0.34
C (1.1466, 0.7390, -0.5512)  0.58
O (-1.5359, 0.9518, -2.1464)  -0.48
O (1.9314, 1.3740, 0.0839)  -0.54
H (-2.0957, 0.1638, -2.2035)  0.38
H (-0.3325, 1.3667, 1.7274)  0.32
C (-0.0332, -0.3333, 0.4438)  1.11
O (-1.2059, -0.2169, -0.2653)  -0.44
H (0.5747, -2.0986, -0.6304)  0.31
H (1.4971, -1.7744, 0.8624)  0.37
H (-0.1708, -2.3905, 0.9323)  0.42
C (-0.0552, 0.3174, 1.7978)  -1.39
C (0.5174, -1.7342, 0.3930)  -1.52
H (0.6022, -0.0514, -2.1875)  0.39

Net charge   0
Orbital gap   9.2520 eV
HOMO energy   -9.444 eV
SMILES string   CC(C)(OC(=O)O)C(=O)O


Q:
The molecule C5H8O5. Source: OMol25; level of theory: ωB97M-V/def2-TZVPD.

Each line ends with the Mulliken charge.
Element x y z (Å)
H (-0.5175, 2.3301, -0.9502)  0.30
O (1.3081, 1.4153, -0.0080)  -0.56
H (-2.0459, 1.7247, -1.8918)  0.33
C (0.0960, -0.7011, 1.7511)  -0.36
H (-0.8781, -0.0975, 1.7431)  0.19
C (0.8534, 0.1913, -0.3615)  0.99
O (0.9314, -0.6968, 0.6869)  -0.41
C (-0.6466, 0.3147, -1.0527)  0.46
H (-0.6229, 1.7832, -2.6858)  0.33
O (1.6080, -0.4768, -1.3693)  -0.60
H (2.2540, -1.2835, -1.1013)  0.36
O (-1.5155, -2.4012, 2.6720)  -0.50
H (-0.4853, -2.5940, 0.7057)  0.19
C (-0.9892, 1.6577, -1.6901)  -1.17
H (0.6044, -0.3299, 2.6905)  0.41
C (-0.7499, -2.0454, 1.7901)  0.15
H (2.2541, 1.6941, -0.1108)  0.33
O (-1.4587, -0.4847, -0.8178)  -0.45

Net charge   0
Orbital gap   9.9762 eV
HOMO energy   -9.559 eV
SMILES string   CC(=O)C(O)(O)OCC=O


R:
A cluster of 2 separate species, C5H8O5 in total. Source: OMol25; level of theory: ωB97M-V/def2-TZVPD.

Each line ends with the Mulliken charge.
Element x y z (Å)
O (2.3373, -0.5272, -0.2543)  -0.58
O (-1.3687, 0.9402, -1.6373)  -0.45
O (0.3540, 2.0139, -0.7288)  -0.38
H (1.7506, -0.2384, -1.2050)  0.44
O (0.7512, 0.2580, -2.0558)  -0.60
H (-0.4837, 1.1023, 1.8316)  0.33
C (1.6128, -0.3483, 0.8002)  0.77
C (-0.0502, 0.9305, -1.3845)  0.69
H (-1.6086, 0.1843, -2.1920)  0.38
C (-0.3176, -1.6988, -0.0406)  -0.93
O (1.9422, 0.0173, 1.8940)  -0.58
H (-1.8870, 0.1755, 1.2283)  0.39
H (-1.2874, -2.1579, 0.1000)  0.35
H (0.3432, -2.1932, -0.7378)  0.30
H (-0.8513, -0.4638, 2.5209)  0.37
C (-0.8609, 0.1050, 1.5925)  -1.48
C (0.0169, -0.5601, 0.5732)  0.60
H (-0.3928, 2.4605, -0.3046)  0.37

Net charge   0
Orbital gap   9.7641 eV
HOMO energy   -9.729 eV
SMILES string   C=C(C)C(=O)O.O=C(O)O


So which one is most stable? That would be R, about 0.0215 hartree below the next structure.


P:
A cluster of 2 separate species, C17H19N2 in total. Source: OMol25; level of theory: ωB97M-V/def2-TZVPD.

Each line ends with the Mulliken charge.
Element x y z (Å)
C (-0.4240, 0.5069, -1.4607)  0.01
H (-2.2968, -1.1461, 1.9086)  0.47
H (3.5318, -2.1230, 2.7001)  0.38
C (-1.2494, -1.2729, 2.1955)  -2.06
H (-0.7947, 2.1599, 1.9352)  0.39
C (-1.3140, 1.2412, 2.2187)  -1.47
C (1.6246, -1.1807, 2.3858)  -0.36
N (-1.6244, -1.2118, -2.2494)  0.05
N (-0.8445, -0.2639, -0.3963)  0.18
H (-2.1840, -1.7763, -4.1734)  0.27
H (-0.8388, -2.0879, 1.5940)  0.55
C (0.9060, 0.0384, 2.1691)  0.61
C (-1.5430, -1.2748, -0.8873)  -0.70
C (-0.7075, 0.4662, -3.9080)  -0.99
C (0.5471, 2.2417, -2.7749)  -0.71
C (0.0384, 1.6500, -3.9503)  -0.62
C (-0.9182, -0.0767, -2.6514)  1.20
H (-1.8785, -3.1348, -3.0595)  0.33
H (0.2388, 2.1331, -4.9096)  0.38
C (-0.5129, 0.0085, 2.0302)  2.11
H (1.1254, 3.1530, -2.8361)  0.41
H (0.7060, 2.0923, -0.5819)  0.38
H (-3.3685, -2.1813, -2.9026)  0.33
C (3.0289, 1.2469, 2.3401)  -0.90
C (-2.3001, -2.1253, -3.1460)  -0.86
H (-1.6182, 1.3047, 3.2791)  0.36
H (-1.2193, -1.5807, 3.2592)  0.37
C (1.6509, 1.2568, 2.1722)  -0.17
H (1.0720, -2.1254, 2.4469)  0.29
C (0.3291, 1.6817, -1.5146)  -0.31
C (3.7096, 0.0364, 2.5313)  -0.32
H (-2.2234, 1.1880, 1.6186)  0.38
H (3.5710, 2.1907, 2.3887)  0.40
H (1.1278, 2.2102, 2.0793)  0.27
H (-1.1181, -0.0297, -4.7897)  0.27
H (-2.0154, -2.0770, -0.3220)  0.46
H (4.7804, 0.0370, 2.7268)  0.41
C (3.0058, -1.1751, 2.5341)  -0.78

Net charge   +1
Orbital gap   6.6577 eV
HOMO energy   -11.519 eV


Q:
The ion C17H19N2 with charge +1. Source: OMol25; level of theory: ωB97M-V/def2-TZVPD.

Each line ends with the Mulliken charge.
Element x y z (Å)
H (-3.9148, 2.5378, 2.1897)  0.35
C (-0.9091, 0.0050, -0.2889)  -1.89
H (3.7377, -2.5035, -1.3856)  0.25
C (0.4428, 0.0142, -0.7911)  0.59
C (-4.8002, -0.7243, 2.4119)  -0.48
H (3.7324, 2.5308, -1.3827)  0.28
C (3.7583, -1.4053, -1.4131)  -0.77
H (0.2274, -2.5873, -0.2118)  0.29
H (5.9397, -1.2158, -1.3606)  0.36
H (-1.4498, 0.8543, -0.8124)  0.59
H (-1.8347, 2.1138, 1.3653)  0.11
H (5.9347, 1.2554, -1.3588)  0.37
H (-0.4905, -0.0244, 1.7945)  0.19
H (1.6900, -3.0912, -1.1410)  0.29
C (-3.6753, 1.4973, 2.1103)  -0.48
H (0.2213, 2.6115, -0.2126)  0.30
H (-5.6955, 1.1716, 2.8259)  0.30
H (0.1644, 2.7659, -1.9847)  0.27
C (-2.3939, 1.1951, 1.6576)  -0.44
C (4.9698, 0.7270, -1.3802)  -0.67
H (0.1667, -2.7367, -1.9888)  0.27
H (-1.4528, -0.8370, -0.8473)  0.56
C (-2.3882, -1.2361, 1.6280)  -0.43
C (-3.6746, -1.5479, 2.0727)  -0.48
N (1.2210, -1.0729, -1.1756)  0.16
C (2.5505, 0.7116, -1.4617)  0.85
H (-5.7003, -1.2475, 2.7923)  0.31
C (0.8018, 2.4777, -1.1315)  -0.75
C (3.7481, 1.4466, -1.4114)  -0.78
H (-1.8315, -2.1488, 1.3168)  0.10
H (-3.9144, -2.5985, 2.1224)  0.33
N (1.2164, 1.1064, -1.1754)  0.16
C (-4.7912, 0.6663, 2.4279)  -0.45
C (-1.6233, -0.0134, 1.3121)  1.57
H (1.6802, 3.1166, -1.1352)  0.29
C (4.9704, -0.6832, -1.3808)  -0.65
C (2.5583, -0.6803, -1.4631)  0.84
C (0.8084, -2.4509, -1.1336)  -0.74

Net charge   +1
Orbital gap   7.1032 eV
HOMO energy   -10.717 eV
SMILES string   Cn1c(CC2C=CC=CC=C2)[n+](C)c2ccccc21


So which one is most stable? That would be P, about 0.0955 hartree below the next structure.


P:
The ion C3H7N4 with charge +1. Source: OMol25; level of theory: ωB97M-V/def2-TZVPD.

Each line ends with the Mulliken charge.
Element x y z (Å)
N (1.7601, 0.6523, 0.0645)  0.00
N (-0.8454, 0.8987, -0.3869)  -0.23
H (0.4550, -2.2973, -0.0464)  0.31
H (-1.6351, 1.7931, 1.0440)  0.31
N (-1.2447, 0.8607, 0.7993)  -0.17
C (-0.3113, -0.3878, -0.9167)  -0.40
H (-0.7718, 0.2743, 1.4922)  0.25
H (0.3424, -0.1961, -1.7814)  0.38
H (-1.3030, -0.8430, -1.3143)  0.41
C (1.1928, 1.5512, -0.4546)  -0.16
H (2.2094, -0.8745, 1.2178)  0.40
C (1.4239, -0.4458, 0.5813)  -0.22
N (0.4497, -1.2323, 0.0075)  -0.23
H (1.5550, 2.3702, -0.9452)  0.36

Net charge   +1
Orbital gap   7.3128 eV
HOMO energy   -12.566 eV


Q:
The ion C3H7N4 with charge +1. Source: OMol25; level of theory: ωB97M-V/def2-TZVPD.

Each line ends with the Mulliken charge.
Element x y z (Å)
H (-0.6628, 2.3633, 0.2945)  0.41
C (-0.2389, 1.2413, 0.0830)  -0.32
N (1.0783, 0.0718, 1.6709)  -0.03
N (-1.2980, 0.2954, 0.1017)  -0.30
H (1.7061, -1.2876, -2.3557)  0.24
H (2.0280, -0.1344, 2.0442)  0.32
N (-0.0304, -1.1152, -1.2037)  0.04
H (-1.7581, -1.6537, -0.3223)  0.56
N (0.9117, 1.0049, 0.8150)  -0.07
C (1.1312, -1.2728, -1.3562)  -0.29
H (0.1004, 1.6228, -0.9193)  0.38
H (0.3392, -0.6198, 1.6041)  0.31
H (-2.2765, 0.4773, -0.0899)  0.28
C (-1.0302, -0.9935, -0.3663)  -0.52

Net charge   +1
Orbital gap (spin up / spin down)   5.4019 / 5.3965 eV
HOMO energy (spin up / spin down)   -11.611 / -11.609 eV


So which one is most stable? That would be P, about 0.0268 hartree below the next structure.


P:
The ion C5H12NSe with charge +1. Source: OMol25; level of theory: ωB97M-V/def2-TZVPD.

Each line ends with the Mulliken charge.
Element x y z (Å)
C (1.6844, 0.1367, -1.0324)  -0.58
H (0.1336, -1.4681, -0.8902)  0.41
H (1.2085, -1.5533, 0.1801)  0.40
H (2.2365, 2.1533, -0.4447)  0.37
H (2.6012, 0.7861, 0.7151)  0.28
H (-0.0885, 1.8858, -0.2892)  0.30
H (0.5130, 2.0604, 1.2750)  0.46
H (1.1250, 0.5053, -1.8414)  0.31
C (-0.1373, 0.0067, 0.5655)  -0.44
Se (-1.9889, 0.3429, -0.1985)  0.19
H (-0.1670, -0.2027, 1.6564)  0.37
H (-3.4435, -1.7468, -0.5605)  0.31
N (0.7115, -0.8316, -0.3308)  -0.11
H (2.4009, -0.5699, -1.4221)  0.39
C (0.4163, 1.3961, 0.5089)  -0.90
C (-3.0486, -1.1490, 0.3540)  -0.86
H (-2.2552, -1.8903, 0.6707)  0.24
H (-3.7958, -1.0636, 1.1128)  0.36
C (1.8940, 1.2020, -0.0287)  -0.52

Net charge   +1
Orbital gap   9.4825 eV
HOMO energy   -12.796 eV
SMILES string   C[Se][C@@H]1CCC[NH2+]1


Q:
The ion C5H12NSe with charge +1. Source: OMol25; level of theory: ωB97M-V/def2-TZVPD.

Each line ends with the Mulliken charge.
Element x y z (Å)
C (0.8122, 0.9633, -0.1179)  -0.08
H (0.1014, 1.2874, 1.6514)  0.39
H (4.2512, -0.3700, -1.0396)  0.37
C (-1.7315, 0.7115, 0.3711)  -0.61
C (-1.7820, -0.7877, 0.8609)  -0.47
H (-1.1343, -0.8192, 1.8085)  0.24
C (3.1895, -0.1950, -1.1491)  -0.91
H (-0.6183, 2.3683, 0.3615)  0.33
H (0.5833, 0.9832, -1.2358)  0.40
H (-1.9224, 0.7111, -0.7134)  0.46
H (-2.4425, 1.3749, 0.9180)  0.33
H (-1.5467, -2.8323, 0.0781)  0.18
H (2.8694, -1.1659, -1.5130)  0.34
C (-0.3152, 1.4577, 0.6935)  -0.73
Se (2.2121, 0.0646, 0.5759)  0.37
H (-1.2443, -1.4922, -0.9773)  0.14
H (2.9538, 0.6573, -1.6675)  0.33
N (-1.4420, -1.8580, -0.0995)  -0.39
H (-2.7937, -1.0591, 1.1944)  0.33

Net charge   +1
Orbital gap   6.2457 eV
HOMO energy   -12.156 eV


So which one is most stable? That would be P, about 0.0603 hartree below the next structure.


P:
A structure of composition C22H19BrMnN7O4. Source: OMol25; level of theory: ωB97M-V/def2-TZVPD.

Each line ends with the Mulliken charge.
Element x y z (Å)
C (-0.9370, -1.0932, 2.4466)  0.13
C (0.7377, -2.6127, 1.9010)  -0.47
H (-3.1647, -1.9438, 6.4286)  0.43
C (-1.2283, -1.8028, -1.9631)  0.48
Mn (0.3090, -0.2374, -0.0288)  0.40
C (-1.5079, 3.3445, -1.2144)  -0.95
H (-1.9412, -4.0766, 6.7419)  0.41
H (-2.4316, -3.3648, -4.5803)  0.23
C (-2.1847, -1.4768, 4.5926)  -0.34
H (-0.8320, -3.5075, -4.2792)  0.22
O (-1.0861, -1.7231, -0.7534)  -0.52
H (5.2009, -0.8991, 0.8412)  0.54
Br (0.9039, 2.3048, 2.7074)  -0.09
N (-0.0018, 1.5044, -1.0515)  0.36
C (-0.7943, -3.8700, 4.9633)  -0.99
O (-0.8270, -0.8680, -2.7925)  -0.41
C (-1.0810, 2.1791, -0.6190)  0.72
H (0.8919, 3.4848, -3.5943)  0.44
H (1.5515, -2.9260, 1.2542)  0.53
C (-0.7946, 3.8339, -2.3034)  -0.29
C (-1.7451, 1.5775, 0.5616)  -0.28
H (1.5243, 1.3749, -2.4119)  0.50
N (-1.1886, 0.5218, 0.9833)  1.12
C (-2.4328, -2.2578, 5.6971)  -0.82
C (2.9165, -1.2163, -0.5381)  0.30
N (0.4292, -3.4223, 2.9134)  0.08
O (3.8037, -1.9444, -0.9341)  -0.72
H (5.5595, 0.5802, 2.8595)  0.44
H (-2.3816, 3.8566, -0.8331)  0.49
N (0.1424, -1.4913, 1.6504)  0.13
C (4.6040, 0.5427, 2.3520)  -0.33
C (-1.7387, -3.4603, 5.8756)  -0.37
N (2.1443, 0.4503, 1.0758)  0.17
C (3.1779, -0.2961, 0.6439)  0.68
O (1.7167, -1.1225, -0.9953)  -0.60
H (-2.9896, -2.8301, -2.4387)  0.32
H (-1.0395, -1.2174, -3.6935)  0.50
H (-1.6304, -3.8857, -2.0890)  0.36
N (-1.6716, -0.0754, 2.1552)  -1.37
C (3.5506, 1.3159, 2.8045)  -0.78
H (3.6474, 1.9758, 3.6530)  0.44
H (-2.6095, 2.0138, 1.0545)  0.40
C (0.3101, 3.1364, -2.7523)  -0.91
C (-0.5397, -3.0644, 3.8539)  0.12
C (4.4177, -0.2765, 1.2501)  -0.91
H (0.9500, -4.2758, 3.0345)  0.30
C (-1.9235, -2.9790, -2.6170)  -0.39
C (0.6738, 1.9673, -2.0994)  -0.18
H (-2.7151, -0.5488, 4.4281)  0.49
C (-1.2316, -1.8768, 3.6500)  0.64
H (-1.1032, 4.7482, -2.7928)  0.43
H (-0.2560, -4.8007, 5.1000)  0.40
C (2.3486, 1.2305, 2.1210)  0.18
N (-1.6641, -2.9776, -4.0503)  -0.62

Net charge   +1
Orbital gap (spin up / spin down)   7.6218 / 7.0653 eV
2S+1   2
Expectation value of S²   0.795
HOMO energy (spin up / spin down)   -10.801 / -10.249 eV


Q:
A structure of composition C22H19BrMnN7O4. Source: OMol25; level of theory: ωB97M-V/def2-TZVPD.

Each line ends with the Mulliken charge.
Element x y z (Å)
H (1.7537, -4.0269, -2.0198)  0.34
C (1.8970, 2.1101, -2.0031)  0.62
N (-0.0462, 0.8301, -1.2226)  0.07
H (-5.1940, 3.2789, 0.9954)  0.44
H (1.7021, -1.4870, 4.4718)  0.49
N (1.9188, 0.9105, 0.0638)  -1.49
C (-3.3301, 0.5565, 0.3093)  0.59
H (-0.1110, -2.8220, 5.5602)  0.43
C (0.5076, -1.0877, 2.7421)  0.69
H (2.8145, -5.6122, -0.7647)  0.23
O (0.2297, -3.6365, 0.4688)  -0.45
H (-1.7194, 0.9476, -2.3984)  0.49
C (0.9083, -2.9640, -0.4296)  0.44
C (0.7479, -1.6361, 3.9848)  -0.99
C (-2.0191, 2.1942, 1.2086)  0.05
C (1.6642, 3.3962, -4.0485)  -1.02
H (4.8015, 3.6602, -2.7982)  0.44
O (-2.2562, -1.3725, -0.4825)  -0.69
C (3.7693, 3.3465, -2.8693)  -0.82
O (0.6089, -1.8364, -0.7842)  -0.50
C (-1.6311, -1.9549, 2.6733)  -0.18
N (1.0869, 0.1164, 0.8597)  1.40
N (2.4073, -4.8641, -0.2219)  -0.63
H (3.4031, 4.4443, -4.6855)  0.41
C (-3.0900, 3.0653, 1.3274)  -0.73
Mn (-0.6558, -0.5222, 0.1995)  0.56
H (1.0512, 3.7304, -4.8765)  0.42
O (-4.5001, -1.3042, -0.5611)  -0.72
H (-2.5452, -2.0645, 2.1042)  0.46
C (3.2329, 2.5172, -1.9125)  -0.33
C (-0.2651, -2.3774, 4.5861)  -0.33
H (-2.2791, -3.1032, 4.3575)  0.45
Br (-0.3324, 2.8070, 1.8035)  -0.09
C (2.0882, -3.6990, -1.0335)  -0.36
C (-4.4571, 1.3491, 0.3955)  -0.78
N (-0.1970, 2.1221, -3.1513)  0.14
H (2.8983, -2.9850, -1.1877)  0.33
N (-2.1095, 0.9647, 0.7157)  0.20
C (2.9787, 3.7878, -3.9376)  -0.37
C (-4.3343, 2.6268, 0.9119)  -0.37
H (0.6997, -4.5027, 0.5485)  0.48
C (-1.4679, -2.5360, 3.9234)  -0.87
H (3.8242, 2.1681, -1.0774)  0.50
C (1.1310, 2.5525, -3.0746)  0.08
H (2.4784, -0.0196, 2.3940)  0.42
H (-0.7757, 2.4092, -3.9245)  0.31
C (-0.6973, 1.2786, -2.2493)  -0.44
H (-5.3968, 0.9395, 0.0533)  0.56
C (-3.4124, -0.8356, -0.2987)  0.39
C (1.2693, 1.2464, -1.0008)  0.17
H (-2.9417, 4.0506, 1.7422)  0.45
C (1.5022, -0.2780, 1.9967)  -0.39
N (-0.6671, -1.2428, 2.0958)  0.30
H (3.0569, -4.6363, 0.5205)  0.20

Net charge   +1
Orbital gap (spin up / spin down)   7.5315 / 6.8834 eV
2S+1   2
Expectation value of S²   0.776
HOMO energy (spin up / spin down)   -10.793 / -10.140 eV


So which one is most stable? That would be Q, about 0.0030 hartree below the next structure.